1.
Computed, not measured: a cluster of 2 separate species, CH3OS in total at a distorted geometry, with wB97M-V/def2-TZVPD.

Last column: natural (NBO) charge in e.
Geometry (Å):
S  2.08925  -1.62582  0.37424  -1.076
H  2.42181  -2.43481  1.34128  0.081
O  -2.16147  0.45778  -0.33146  -0.525
C  -1.10411  1.03447  -0.42917  0.265
H  -1.06841  2.13568  -0.48912  0.084
H  -0.17707  0.43271  -0.46576  0.170

frontier orbital gap	6.36	eV
relative energy (zero: lowest compared OMol25 entry of this formula, charge and spin)	5.83	kcal per mole
highest occupied orbital energy	-2.5	eV
multiplicity	1
net charge	-1

***

2.
Computed, not measured: the molecule CH4Br2N2 at a distorted geometry, with wB97M-V/def2-TZVPD.

Last column: natural (NBO) charge in e.
Geometry (Å):
C  -0.85383  0.19916  -0.32121  -0.142
N  1.60164  -0.22907  0.11122  -0.607
N  0.43654  0.66747  0.32634  -0.499
Br  -1.27083  -1.73739  0.15810  -0.086
Br  -2.33210  1.36793  0.17585  0.080
H  -0.68374  0.10987  -1.36177  0.197
H  1.19669  -1.07855  0.51672  0.346
H  1.53769  -0.27838  -0.86696  0.339
H  0.36795  0.97895  1.26171  0.373

frontier orbital gap	10.07	eV
relative energy (zero: lowest compared OMol25 entry of this formula, charge and spin)	0.00	kcal per mole
SMILES	NNC(Br)Br
highest occupied orbital energy	-9.8	eV
multiplicity	1

***

3.
Computed, not measured: a cluster of 2 separate species, CH4Br2Si in total at a distorted geometry, with wB97M-V/def2-TZVPD.

Last column: natural (NBO) charge in e.
Geometry (Å):
C  1.63091  0.12246  -0.60394  -0.550
Si  -1.16634  -0.18230  0.73447  0.830
Br  -2.23573  -1.97350  -0.11269  -0.295
Br  -2.00368  1.79119  -0.11217  -0.332
H  1.89021  1.14822  -0.62646  0.181
H  2.27090  -0.62166  -0.13601  0.186
H  0.80065  -0.20962  -1.25438  0.185
H  -1.18693  -0.07479  2.11118  -0.205

frontier orbital gap (spin up / spin down)	7.82 / 7.93	eV
relative energy (zero: lowest compared OMol25 entry of this formula, charge and spin)	66.30	kcal per mole
highest occupied orbital energy (spin up / spin down)	-8.2 / -9.1	eV
multiplicity	1

***

4.
Computed, not measured: the molecule CH4Br2Si at a distorted geometry, with wB97M-V/def2-TZVPD.

Last column: natural (NBO) charge in e.
Geometry (Å):
C  -0.04402  0.06360  -0.51915  -1.039
Si  1.55488  -0.15252  0.65490  1.111
Br  2.76143  1.65354  -0.05530  -0.346
Br  2.63242  -1.89518  -0.12068  -0.301
H  -1.00728  -0.23314  -0.31948  0.242
H  0.06813  1.06110  -0.94937  0.252
H  0.01768  -0.47973  -1.38602  0.249
H  1.78937  -0.18009  2.01498  -0.169

frontier orbital gap	11.09	eV
relative energy (zero: lowest compared OMol25 entry of this formula, charge and spin)	0.55	kcal per mole
SMILES	C[SiH](Br)Br
highest occupied orbital energy	-10.4	eV
multiplicity	1

***

5.
Computed, not measured: a structure of composition CH4BrCuN2O at a distorted geometry, with wB97M-V/def2-TZVPD.

Last column: Löwdin spin population.
Geometry (Å):
Cu  -4.19743  1.71845  -0.03721  0.000
Br  -1.78734  1.96883  -0.78973  0.004
C  1.15121  -0.80396  0.07669  0.082
O  2.12728  -1.53538  -0.10247  0.792
N  -0.13191  -1.19678  -0.19201  0.077
N  1.29698  0.46481  0.51952  0.035
H  -0.80090  -0.44450  -0.19013  0.005
H  -0.29813  -2.07217  -0.65467  0.001
H  0.45884  1.01196  0.64005  0.005
H  2.18140  0.88873  0.72996  0.000

frontier orbital gap (spin up / spin down)	8.37 / 4.12	eV
relative energy (zero: lowest compared OMol25 entry of this formula, charge and spin)	3.93	kcal per mole
highest occupied orbital energy (spin up / spin down)	-13.1 / -13.1	eV
multiplicity	2
net charge	+1

***

6.
Computed, not measured: a cluster of 2 separate species, CH4BrFSi in total at a distorted geometry, with wB97M-V/def2-TZVPD.

Last column: natural (NBO) charge in e.
Geometry (Å):
C  0.31517  -1.59030  -0.11202  -1.278
F  0.38956  3.14280  0.03625  -0.560
Si  -0.14953  -0.75197  1.54477  0.951
Br  -1.68148  0.71172  0.61530  -0.445
H  -0.48215  -1.94168  -0.73865  0.267
H  0.62545  -0.91810  -0.88105  0.267
H  1.27724  -2.25958  -0.06275  0.238
H  -0.29426  3.60711  -0.40186  0.561

frontier orbital gap	8.24	eV
relative energy (zero: lowest compared OMol25 entry of this formula, charge and spin)	79.44	kcal per mole
highest occupied orbital energy	-9.0	eV
multiplicity	1

***

7.
Computed, not measured: the ion CH4BrN2 with charge +1 at a distorted geometry, with wB97M-V/def2-TZVPD.

Last column: natural (NBO) charge in e.
Geometry (Å):
C  0.62079  0.52046  0.19758  0.280
N  -0.57381  0.95046  0.18200  -0.475
N  1.06880  -0.69955  0.13369  -0.752
Br  -2.19484  -0.15543  0.13338  0.511
H  1.41964  1.43311  0.23165  0.299
H  -3.08828  0.33187  -0.93316  0.283
H  2.14595  -0.86968  0.02529  0.442
H  0.60175  -1.51125  0.02958  0.412

frontier orbital gap	9.38	eV
relative energy (zero: lowest compared OMol25 entry of this formula, charge and spin)	95.61	kcal per mole
highest occupied orbital energy	-15.2	eV
multiplicity	1
net charge	+1

***

8.
Computed, not measured: a cluster of 2 separate species, CH4BrOP in total at a distorted geometry, with wB97M-V/def2-TZVPD.

Last column: natural (NBO) charge in e.
Geometry (Å):
C  -0.38690  2.07974  0.86638  0.258
O  -0.42033  1.92522  -0.39196  -0.654
P  0.60183  -1.13194  -0.22593  -0.009
Br  -2.14795  2.52776  1.55838  -0.096
H  1.16473  -2.42881  -0.48643  0.002
H  -1.16557  1.92313  -0.90857  0.494
H  1.12972  -0.50097  -1.36786  -0.006
H  -0.69840  -1.84422  -0.69477  0.011

frontier orbital gap	9.71	eV
relative energy (zero: lowest compared OMol25 entry of this formula, charge and spin)	73.06	kcal per mole
highest occupied orbital energy	-9.4	eV
multiplicity	1

***

9.
Computed, not measured: a cluster of 4 separate species, CH4BrP in total at a distorted geometry, with wB97M-V/def2-TZVPD.

Last column: natural (NBO) charge in e.
Geometry (Å):
C  0.02038  3.04248  0.57669  -0.771
P  1.44271  2.63357  1.07414  0.540
Br  -3.21879  -0.90265  -2.43125  -0.196
H  -0.82155  3.18537  -0.12588  0.231
H  -2.46557  0.20134  -1.99532  0.196
H  0.92273  0.34121  4.27750  0.003
H  1.17248  -0.15164  3.64859  -0.003

frontier orbital gap	10.47	eV
relative energy (zero: lowest compared OMol25 entry of this formula, charge and spin)	78.25	kcal per mole
highest occupied orbital energy	-10.3	eV
multiplicity	1

***

10.
Computed, not measured: a cluster of 2 separate species, CH4Cl2NP in total at a distorted geometry, with wB97M-V/def2-TZVPD.

Last column: natural (NBO) charge in e.
Geometry (Å):
C  -1.07028  0.52859  -0.80803  -1.063
N  -0.60655  -0.58490  1.80655  -1.212
P  -0.55908  -0.61241  0.26888  1.601
Cl  2.73337  0.72800  -0.50397  -0.260
Cl  0.04846  -2.28656  -0.66385  -0.246
H  -1.38804  0.12219  -1.69904  0.248
H  -1.28541  1.52462  -0.36360  0.268
H  1.88667  1.62682  -0.31409  0.263
H  0.24086  -1.04635  2.27716  0.402

frontier orbital gap	9.55	eV
relative energy (zero: lowest compared OMol25 entry of this formula, charge and spin)	47.90	kcal per mole
highest occupied orbital energy	-9.2	eV
multiplicity	1

***

11.
Computed, not measured: the molecule CH4Cl2NPS at a distorted geometry, with wB97M-V/def2-TZVPD.

Last column: natural (NBO) charge in e.
Geometry (Å):
C  -0.34675  0.63441  -1.21222  -0.459
N  0.77520  0.35121  -0.38402  -0.760
P  0.13856  -0.79197  1.31952  1.083
S  0.14587  0.16553  3.02107  -0.442
Cl  -1.43579  -1.78752  0.68759  -0.179
Cl  1.62216  -2.06759  1.19406  -0.198
H  -0.13486  1.41038  -1.96701  0.213
H  -0.61532  -0.11684  -1.87018  0.195
H  -1.32932  1.01660  -0.81269  0.178
H  1.18025  1.18579  0.02388  0.370

frontier orbital gap	9.01	eV
relative energy (zero: lowest compared OMol25 entry of this formula, charge and spin)	26.77	kcal per mole
SMILES	CNP(=S)(Cl)Cl
highest occupied orbital energy	-9.2	eV
multiplicity	1

***

12.
Computed, not measured: a cluster of 2 separate species, CH4Cl2P2 in total at a distorted geometry, with wB97M-V/def2-TZVPD.

Last column: natural (NBO) charge in e.
Geometry (Å):
C  -1.30139  -0.48181  1.11294  -0.447
P  -0.54273  2.08150  0.23683  0.133
P  -0.49167  -1.20639  -0.34789  0.363
Cl  -3.06226  -0.56012  0.84034  0.006
Cl  -0.91769  -0.56012  2.86429  0.025
H  -1.97012  2.03579  0.52086  -0.018
H  -0.29015  2.25439  1.74563  -0.010
H  0.85576  -1.01536  0.03388  -0.016
H  -0.26040  -2.56805  -0.03786  -0.035

frontier orbital gap (spin up / spin down)	7.50 / 7.66	eV
relative energy (zero: lowest compared OMol25 entry of this formula, charge and spin)	93.91	kcal per mole
highest occupied orbital energy (spin up / spin down)	-8.8 / -9.0	eV
multiplicity	1

***

13.
Computed, not measured: a structure of composition CH4ClN2 at a distorted geometry, with wB97M-V/def2-TZVPD.

Last column: natural (NBO) charge in e.
Geometry (Å):
C  -0.18090  -0.06182  0.56340  0.456
N  1.06435  -0.00922  0.72971  -0.674
N  -0.75127  -0.34396  -1.22252  -0.720
Cl  -1.44037  0.04073  1.62239  0.266
H  1.54555  0.20879  -0.08558  0.435
H  1.74348  -0.01063  1.45040  0.466
H  -1.75035  -0.08530  -1.20347  0.390
H  -0.23049  0.26141  -1.85433  0.381

frontier orbital gap	10.35	eV
relative energy (zero: lowest compared OMol25 entry of this formula, charge and spin)	79.61	kcal per mole
highest occupied orbital energy	-15.8	eV
multiplicity	1
net charge	+1

***

14.
Computed, not measured: a cluster of 2 separate species, CH4ClN2O in total at a distorted geometry, with wB97M-V/def2-TZVPD.

Last column: natural (NBO) charge in e.
Geometry (Å):
C  -0.49919  1.99477  -1.68214  0.944
N  0.23923  -0.53279  0.89068  -0.720
N  -0.41589  0.83397  -1.30899  -0.900
O  -0.51294  3.10726  -1.91276  -0.365
Cl  -0.68938  -2.06758  0.87015  0.236
H  -0.04088  -0.00256  1.72680  0.446
H  1.24258  -0.73269  0.94463  0.447
H  -0.00084  0.10145  -0.02509  0.463
H  -0.67903  0.07446  -1.91982  0.449

frontier orbital gap	10.81	eV
relative energy (zero: lowest compared OMol25 entry of this formula, charge and spin)	0.00	kcal per mole
highest occupied orbital energy	-16.2	eV
multiplicity	1
net charge	+1

***

15.
Computed, not measured: a cluster of 2 separate species, CH4ClN3 in total at a distorted geometry, with wB97M-V/def2-TZVPD.

Last column: natural (NBO) charge in e.
Geometry (Å):
C  0.58860  -1.03250  0.54693  0.375
N  -0.50944  0.43767  -1.20124  -0.512
N  1.45713  -0.89776  1.52431  -0.801
N  0.12786  -0.31534  -0.37821  -0.073
Cl  -3.06070  1.82062  -0.92517  -0.531
H  -0.38255  0.39462  -2.29994  0.381
H  1.58227  -1.41365  2.40583  0.433
H  1.96704  -0.05351  1.40501  0.394
H  -1.77021  1.05983  -1.07751  0.333

frontier orbital gap	8.99	eV
relative energy (zero: lowest compared OMol25 entry of this formula, charge and spin)	57.05	kcal per mole
highest occupied orbital energy	-9.4	eV
multiplicity	1

***

16.
Computed, not measured: a cluster of 2 separate species, CH4ClNO in total at a distorted geometry, with wB97M-V/def2-TZVPD.

Last column: natural (NBO) charge in e.
Geometry (Å):
C  0.60002  0.17716  0.15106  0.431
N  -0.14454  -0.75854  0.88982  -0.874
O  0.18381  1.41957  0.47984  -0.704
Cl  2.37583  -0.03106  -0.02832  -0.055
H  0.23451  -0.31532  -1.66438  -0.108
H  -0.61015  -1.54263  0.44004  0.416
H  -0.65541  -0.24336  1.64342  0.395
H  0.65187  2.16057  0.35980  0.500

frontier orbital gap	8.86	eV
relative energy (zero: lowest compared OMol25 entry of this formula, charge and spin)	92.89	kcal per mole
highest occupied orbital energy	-8.5	eV
multiplicity	1

***

17.
Computed, not measured: the molecule CH4ClNOP2 at a distorted geometry, with wB97M-V/def2-TZVPD.

Last column: natural (NBO) charge in e.
Geometry (Å):
C  1.63192  0.17149  0.01718  -1.035
N  -0.67200  -1.10888  0.12476  -0.384
O  -1.50762  -2.01082  -0.12062  -0.458
P  -1.51069  0.77680  0.47829  0.716
P  0.90965  -1.49102  0.20378  0.763
Cl  -3.54363  1.11757  0.07976  -0.266
H  1.54363  0.71200  -0.94370  0.242
H  2.69518  -0.11531  0.11965  0.245
H  1.53279  0.93707  0.81903  0.243
H  -1.07923  1.01110  -0.77812  -0.066

frontier orbital gap (spin up / spin down)	7.46 / 7.28	eV
relative energy (zero: lowest compared OMol25 entry of this formula, charge and spin)	17.32	kcal per mole
SMILES	C/P=[N+](/[O-])PCl
highest occupied orbital energy (spin up / spin down)	-8.5 / -8.3	eV
multiplicity	1

***

18.
Computed, not measured: the molecule CH4ClNOS at a distorted geometry, with wB97M-V/def2-TZVPD.

Last column: natural (NBO) charge in e.
Geometry (Å):
C  -0.49770  0.49672  -0.97041  -0.618
N  0.73747  -0.44255  1.24440  -1.030
O  -0.88769  1.15793  1.89169  -0.944
S  0.17169  1.08778  0.91023  1.384
Cl  0.19414  -0.98490  -1.58233  -0.017
H  -0.39753  1.40050  -1.59933  0.212
H  -1.56551  0.20424  -1.03556  0.231
H  1.74079  -0.43444  0.84725  0.382
H  0.69108  -0.48628  2.24330  0.400

frontier orbital gap	9.72	eV
relative energy (zero: lowest compared OMol25 entry of this formula, charge and spin)	39.20	kcal per mole
highest occupied orbital energy	-9.2	eV
multiplicity	1

***

19.
Computed, not measured: a structure of composition CH4CsN2O at a distorted geometry, with wB97M-V/def2-TZVPD.

Last column: natural (NBO) charge in e.
Geometry (Å):
Cs  2.38557  1.55876  -2.42979  0.996
C  -0.40657  0.09219  -0.09884  0.743
O  -0.58012  0.93609  -0.95985  -0.722
N  -1.28939  -0.62775  0.52248  -0.796
N  0.70878  -0.06984  0.43428  -0.818
H  -2.27222  -0.48069  0.34218  0.423
H  -0.93432  -1.19021  1.28252  0.397
H  1.11468  -0.92746  0.78042  0.411
H  1.27359  0.70891  0.12664  0.367

frontier orbital gap	9.85	eV
relative energy (zero: lowest compared OMol25 entry of this formula, charge and spin)	36.28	kcal per mole
highest occupied orbital energy	-13.6	eV
multiplicity	1
net charge	+1

***

20.
Computed, not measured: a structure of composition CH4CsN2O at a distorted geometry, with wB97M-V/def2-TZVPD.

Last column: Löwdin spin population.
Geometry (Å):
Cs  1.31197  -2.38246  -3.03169  0.000
C  -0.02793  -0.06129  -0.00640  0.078
O  0.22017  -0.74540  -0.94206  0.024
N  -0.77587  0.98670  -0.16128  0.618
N  0.31348  -0.19822  1.21470  0.254
H  -0.89238  1.59838  0.63395  0.009
H  -1.24407  1.26286  -1.01252  0.011
H  0.93575  -0.97403  1.39081  0.005
H  0.15888  0.51346  1.91449  0.002

frontier orbital gap (spin up / spin down)	13.61 / 6.50	eV
relative energy (zero: lowest compared OMol25 entry of this formula, charge and spin)	0.00	kcal per mole
highest occupied orbital energy (spin up / spin down)	-20.8 / -20.2	eV
multiplicity	2
net charge	+2